# 1
Molecular formula: C4H4O
Method: DFT, ωB97M-V/def2-TZVPD

Output
ΔE to the lowest compared entry with this formula, charge and spin, eV: 4.444
Net charge: 0
HOMO-LUMO gap (spin up / spin down), eV: 8.080 / 7.601
HOMO level (spin up / spin down), eV: -7.5 / -7.6
Electronic energy, hartree: -229.8647
LUMO (spin up / spin down), eV: 0.5 / 0.0

```
9
C4H4O, DFT ωB97M-V/def2-TZVPD
C -2.29442 -1.31171 0.43289
C -1.22434 -0.85694 0.09092
C -0.04902 -0.28009 -0.40813
C 1.73049 1.10117 0.11637
O 0.81050 0.25491 0.43497
H -3.25078 -1.67392 0.73527
H 0.11064 -0.06872 -1.46059
H 1.72932 1.51823 -0.88473
H 2.44762 1.34363 0.88364
```

# 2
Molecular formula: C4H4O
Method: DFT, ωB97M-V/def2-TZVPD

Output
ΔE to the lowest compared entry with this formula, charge and spin, eV: 2.149
Net charge: 0
HOMO-LUMO gap, eV: 10.429
SMILES: C=C=CC=O
HOMO level, eV: -9.8
Electronic energy, hartree: -229.9490
LUMO, eV: 0.7

```
9
C4H4O, DFT ωB97M-V/def2-TZVPD
O -1.22851 1.53068 0.92116
C -0.39553 1.24065 0.10036
C -0.18090 -1.48459 -0.39525
C 0.68340 -0.61933 0.08380
C 0.95812 0.60734 0.42834
H -0.58683 1.27215 -0.99461
H -0.18924 -1.76551 -1.44220
H -0.95172 -1.87594 0.26344
H 1.80285 1.06940 0.93322
```

# 3
Molecular formula: C4H4O
Method: DFT, ωB97M-V/def2-TZVPD

Output
ΔE to the lowest compared entry with this formula, charge and spin, eV: 2.444
Net charge: 0
HOMO-LUMO gap, eV: 8.601
SMILES: CC=C=C=O
HOMO level, eV: -8.7
Electronic energy, hartree: -229.9382
LUMO, eV: -0.1

```
9
C4H4O, DFT ωB97M-V/def2-TZVPD
C -1.52399 0.05904 0.02977
C -0.03353 -0.38515 0.17638
C 0.99949 0.36405 -0.19541
C 2.30970 0.18358 -0.17359
O 3.44130 0.42394 -0.34297
H -1.65537 1.14656 -0.15900
H -2.12338 -0.16538 0.91880
H -2.04359 -0.42816 -0.81167
H 0.62939 -1.19848 0.55769
```

# 4
Molecular formula: C4H4O
Method: DFT, ωB97M-V/def2-TZVPD

Output
ΔE to the lowest compared entry with this formula, charge and spin, eV: 4.616
Net charge: 0
HOMO-LUMO gap (spin up / spin down), eV: 8.602 / 8.603
HOMO level (spin up / spin down), eV: -9.3 / -9.3
Electronic energy, hartree: -229.8583
LUMO (spin up / spin down), eV: -0.7 / -0.7

```
9
C4H4O, DFT ωB97M-V/def2-TZVPD
C 0.41111 -1.51582 -0.61015
C 0.12144 -1.02534 0.61466
C 0.18183 0.27722 0.19073
C -0.54180 1.37374 0.84722
O -0.82766 1.44981 2.01572
H 1.43218 -1.51369 -1.00566
H 0.48745 0.55463 -0.82608
H -0.40504 -1.72143 -1.31041
H -0.85952 2.12087 0.08399
```

# 5
Molecular formula: C4H4O12Zn
Method: DFT, ωB97M-V/def2-TZVPD

Output
ΔE to the lowest compared entry with this formula, charge and spin, eV: 1.242
Net charge: -2
HOMO-LUMO gap, eV: 6.931
HOMO level, eV: -2.1
Electronic energy, hartree: -2837.2936
LUMO, eV: 4.8

```
21
C4H4O12Zn, DFT ωB97M-V/def2-TZVPD
Zn -0.12495 -0.03372 -0.63259
O 1.95671 -3.58226 0.34934
C 1.12596 -2.53753 0.58796
O 0.95024 -1.70919 -0.35423
O 0.61145 -2.43540 1.71148
H 2.15615 -3.91983 1.22995
O -4.01626 -0.19049 1.09438
C -2.65635 -0.21457 1.16379
O -2.13340 -0.22354 2.26956
O -2.01074 -0.26975 0.05513
H -4.20864 -0.21429 0.14511
O 2.10977 2.63961 1.82663
C 1.17933 1.61789 1.86316
O 0.75863 1.24624 0.73116
O 0.91135 1.12705 2.97022
H 2.16248 2.61800 0.84471
O 0.62895 1.71899 -4.02027
C 0.36554 1.02044 -2.89633
O 1.30268 0.57213 -2.18662
O -0.79353 0.85437 -2.43562
H -0.27539 1.91583 -4.31690
```

# 6
Molecular formula: C4H4O2
Method: DFT, ωB97M-V/def2-TZVPD

Output
ΔE to the lowest compared entry with this formula, charge and spin, eV: 2.171
Net charge: 0
HOMO-LUMO gap, eV: 10.360
SMILES: O=CC#CCO
HOMO level, eV: -10.5
Electronic energy, hartree: -305.1997
LUMO, eV: -0.1

```
10
C4H4O2, DFT ωB97M-V/def2-TZVPD
O 1.64883 -1.56169 -1.06828
C 0.49846 -1.52431 -0.25588
C -0.07527 -0.17629 -0.14884
C -0.42690 0.94287 0.13537
C -0.74776 2.18938 0.80977
O -0.59661 2.28849 2.00662
H 2.21945 -0.82805 -0.79498
H 0.70652 -1.84186 0.77767
H -0.22113 -2.23152 -0.67719
H -1.12225 3.02959 0.20411
```

# 7
Molecular formula: C4H4O2
Method: DFT, ωB97M-V/def2-TZVPD

Output
ΔE to the lowest compared entry with this formula, charge and spin, eV: 3.857
Net charge: 0
HOMO-LUMO gap (spin up / spin down), eV: 8.945 / 8.946
HOMO level (spin up / spin down), eV: -9.3 / -9.3
Electronic energy, hartree: -305.1377
LUMO (spin up / spin down), eV: -0.4 / -0.4

```
10
C4H4O2, DFT ωB97M-V/def2-TZVPD
O 0.08122 -0.22552 2.68747
C 0.18656 -0.24751 1.48449
O 0.94965 -0.81505 0.64278
C 0.70226 -0.46500 -1.10780
C -0.40282 0.38400 -1.26241
C -1.15681 0.91276 -0.39672
H -0.65583 0.45876 0.84052
H 1.69281 -0.03961 -1.28182
H 0.61541 -1.50638 -1.41911
H -2.01244 1.54356 -0.18739
```

# 8
Molecular formula: C4H4O2
Method: DFT, ωB97M-V/def2-TZVPD

Output
ΔE to the lowest compared entry with this formula, charge and spin, eV: 0.893
Net charge: 0
HOMO-LUMO gap, eV: 10.075
SMILES: CC(=C=O)C=O
HOMO level, eV: -9.5
Electronic energy, hartree: -305.2466
LUMO, eV: 0.6

```
10
C4H4O2, DFT ωB97M-V/def2-TZVPD
C 1.59646 -0.09519 0.16390
C -0.35294 -1.41952 -0.27733
C 0.28135 -0.13188 0.03101
C -0.51795 1.13150 0.16298
O 2.71190 0.02679 0.32066
O -1.53354 -1.63440 -0.35534
H 0.31182 -2.20075 -0.45685
H -0.92652 1.39078 -0.77149
H -0.16900 2.00432 0.52631
H -1.40157 0.92834 0.65613
```

What is the formula in the sixth record? C4H4O2

Number 6 is which compound? C4H4O2

net charge of number 5 (C4H4O12Zn)? -2